No. 1
Below is the molecule C3H4F2NPS at a distorted geometry, with properties calculated with ωB97M-V with the def2-TZVPD basis set.

Structure (XYZ):
```
12
Properties=species:S:1:pos:R:3:forces:R:3:lowdin_charge:R:1
F -3.398 0.860 0.485 0.9587 -0.3445 -1.1083 -0.3061
P -2.759 -0.247 -0.534 -1.4731 -0.2695 1.7770 0.9087
F -3.098 -1.452 0.521 0.9257 0.7791 -1.2194 -0.2939
C -0.948 0.024 -0.255 2.3736 1.0457 0.8042 -0.6702
N -0.149 -0.921 -0.033 -3.2873 -1.2485 0.0386 -0.0568
C 1.200 -0.742 0.162 0.7327 4.5167 3.2386 -0.2501
C 1.582 0.775 -0.123 -2.8943 -1.0264 -3.2338 -0.3869
S -0.032 1.693 -0.364 -0.3455 -1.4425 0.2879 0.7869
H 1.733 -1.271 -0.487 2.1989 -2.6992 -2.5851 0.0641
H 1.559 -0.952 1.200 -0.7222 -0.3130 -0.6877 0.1406
H 2.172 1.324 0.471 1.7462 1.5221 3.3993 0.0069
H 2.137 0.909 -1.043 -0.2134 -0.5200 -0.7112 0.0567
```
Positions in Å, forces in eV/Å.

Output
Strongest force on any atom: 5.61 eV Å⁻¹
SMILES: FP(F)C1=NCCS1
Multiplicity: 1
Net charge: 0
ΔE to the lowest compared entry with this formula, charge and spin: 7.1 kcal/mol
Molar mass: 155.11 u

No. 2
Below is a cluster of 2 separate species, C3H10O2P2 in total at a distorted geometry, with properties calculated with ωB97M-V with the def2-TZVPD basis set.

Structure (XYZ):
```
17
Properties=species:S:1:pos:R:3:forces:R:3:lowdin_spin:R:1
C -4.189 0.363 0.490 -1.8579 -4.8937 3.7126 0.7586
C 2.703 0.512 -0.480 2.4687 1.4425 0.2732 0.0000
C -1.130 0.439 0.090 0.0944 0.7771 0.7404 0.0194
O -3.861 1.255 -0.261 0.7167 3.9270 -2.7363 0.9601
O 1.375 0.598 -0.094 -0.6172 -0.2257 0.1100 0.0000
P 0.836 -2.311 0.452 -0.0260 1.4143 2.3416 0.0013
P 0.263 -0.510 -0.743 0.2193 1.2985 -0.0899 0.0014
H 2.005 -1.601 1.094 -1.4786 -0.6894 -0.3180 0.0001
H -4.484 -0.618 0.022 0.1333 0.7034 0.2752 0.1288
H -4.402 0.418 1.598 0.2224 0.3673 -1.2017 0.1176
H 3.439 0.134 0.325 -1.4062 0.4557 -0.7971 0.0000
H 3.092 1.601 -0.736 -0.7746 -2.2510 0.1793 0.0000
H 2.797 -0.188 -1.307 0.3532 0.2485 -0.4470 0.0000
H -1.749 -0.194 0.784 0.6037 0.6718 -0.6700 0.0136
H -0.500 1.193 0.685 -1.2364 -1.0814 -0.5397 0.0002
H -1.847 1.062 -0.575 1.7118 -1.5209 0.7644 -0.0012
H 1.721 -2.783 -0.439 0.8734 -0.6439 -1.5971 0.0000
```
Positions in Å, forces in eV/Å.

Output
Strongest force on any atom: 6.42 eV Å⁻¹
Multiplicity: 3
Net charge: 0
ΔE to the lowest compared entry with this formula, charge and spin: 37.6 kcal/mol
Molar mass: 140.06 u
<S²>: 2.0057

No. 3
Below is a cluster of 10 separate species, C14H48N2O10 in total at a distorted geometry, with properties calculated with ωB97M-V with the def2-TZVPD basis set.

Structure (XYZ):
```
74
Properties=species:S:1:pos:R:3:forces:R:3:lowdin_charge:R:1
N 15.091 -18.045 7.154 2.0771 1.6030 1.0794 0.1557
C 14.623 -19.144 6.574 4.4395 -2.9233 -5.0789 -0.5940
N 13.447 -19.489 6.954 -2.7366 -2.3600 0.2056 0.2007
O 15.320 -19.809 5.577 -2.9077 3.0455 4.4087 -0.1105
H 16.105 -17.817 7.076 -1.2771 -0.2212 0.1112 0.1014
H 14.592 -17.729 7.992 0.4495 -0.0549 -0.6326 0.0808
H 13.121 -20.349 6.491 -0.1806 0.5867 0.1819 0.0904
H 12.917 -19.001 7.676 0.5476 -0.1488 -0.6513 0.0590
C 12.680 -19.213 10.671 0.9217 -0.5553 0.2586 -0.0729
C 11.797 -18.733 9.575 -0.3951 -1.4308 0.1727 -0.3381
O 12.468 -17.729 8.885 0.9600 0.1202 -0.5725 -0.0900
H 13.228 -18.460 11.258 -0.4713 0.1806 -0.4695 0.0846
H 13.431 -19.867 10.225 0.0879 -0.1456 0.2848 0.0812
H 12.075 -19.764 11.364 -0.1414 -0.6144 0.4355 0.0732
H 10.888 -18.377 9.950 -1.4017 0.9163 0.7804 0.1009
H 11.436 -19.625 8.966 0.8406 0.9283 0.0840 0.1355
H 11.847 -17.085 8.590 -0.6746 0.8244 -0.5221 0.0861
C 10.577 -18.872 4.175 3.4940 -1.1414 -0.2573 -0.0752
C 10.503 -18.753 5.690 -0.2300 -0.0222 -0.7820 -0.3242
O 9.279 -18.121 5.938 -0.0546 1.4904 1.7505 -0.0702
H 9.834 -19.496 3.702 -0.5389 -0.1594 0.2278 0.0701
H 11.585 -19.368 3.930 -1.2613 0.5448 0.1140 0.0879
H 10.623 -17.911 3.674 -0.2859 0.2336 0.1745 0.0645
H 11.266 -18.054 6.101 -0.3371 -0.6536 -0.4145 0.0911
H 10.599 -19.741 6.205 -0.0566 0.7053 -0.3390 0.0941
H 8.541 -18.656 5.719 -0.8228 -0.9261 -0.4271 0.0657
C 18.369 -18.872 2.132 0.6403 1.0185 0.1933 -0.0759
C 17.515 -17.854 2.922 -1.7891 -1.2303 0.5900 -0.2821
O 16.338 -17.312 2.225 1.3559 -0.5061 0.1178 -0.1088
H 17.790 -19.631 1.600 -0.0755 0.0234 0.4887 0.0561
H 19.213 -19.319 2.734 -1.2718 0.2614 -0.1781 0.0874
H 18.910 -18.336 1.373 0.2096 0.3146 -0.6822 0.0502
H 18.033 -17.061 3.441 0.8174 0.5035 -0.5251 0.0915
H 17.081 -18.387 3.765 -0.0147 -0.4506 0.2673 0.0835
H 15.740 -17.085 2.961 0.2797 0.0237 -0.2367 0.0230
C 13.240 -16.146 3.179 -1.1880 0.9914 0.7962 -0.0527
C 13.638 -17.045 4.330 -0.8187 -1.8200 -2.1029 -0.3454
O 14.938 -16.660 4.612 1.4882 -0.4943 2.7801 -0.1196
H 13.798 -16.207 2.256 0.4277 -0.3850 0.0549 0.0823
H 13.298 -15.137 3.555 0.4859 0.7168 -0.0939 0.0627
H 12.192 -16.160 2.940 -0.6238 -0.6907 -0.2347 0.0647
H 13.656 -18.082 3.922 -0.0743 0.2058 0.4423 0.1147
H 12.919 -17.089 5.176 0.5099 0.6057 -0.2804 0.0941
H 15.246 -17.180 5.436 -0.4874 1.1865 -1.8473 0.0772
C 13.646 -14.932 7.198 -0.5984 -0.3789 -0.4297 -0.1626
O 13.726 -14.020 6.109 -0.6454 -0.6298 -0.0801 -0.1063
H 14.651 -15.213 7.402 0.8557 -0.9630 0.3812 0.0520
H 12.993 -15.828 6.968 0.7470 0.8510 0.1956 0.0753
H 13.290 -14.478 8.113 -0.4072 0.5480 -0.0381 0.0779
H 13.887 -14.620 5.360 0.2014 0.5833 0.0573 0.0390
C 18.768 -17.067 6.585 -1.7934 0.3534 1.7873 -0.0765
O 17.404 -16.528 6.408 1.3048 -1.6590 0.3410 -0.1448
H 19.175 -16.629 7.491 0.2878 0.1578 0.1086 0.0792
H 19.329 -16.811 5.762 1.4150 0.5739 -1.8701 0.0458
H 18.824 -18.136 6.724 -0.7590 -0.3373 -0.1645 0.0865
H 17.567 -15.601 6.304 -0.3098 0.8912 -0.1851 0.0770
C 11.392 -22.136 5.582 0.1921 -2.3355 1.6071 -0.1813
O 12.579 -21.512 5.272 0.6484 0.7914 -0.2872 -0.1385
H 11.556 -23.206 5.490 -0.3399 -0.4628 -0.1988 0.0850
H 10.562 -21.879 5.007 -1.3366 0.7470 -1.3102 0.0565
H 11.063 -22.057 6.639 0.6865 0.6349 -0.3290 0.0941
H 12.824 -21.668 4.337 -0.1468 0.2711 0.4099 0.0816
C 16.131 -16.979 10.059 -0.8399 -2.6275 2.0406 -0.1468
O 16.663 -16.637 11.359 0.8710 0.9510 -1.8568 -0.1065
H 16.736 -16.567 9.297 0.9590 0.3283 -0.5674 0.0489
H 15.100 -16.682 9.844 -0.0603 0.3979 0.5026 0.0573
H 16.116 -18.124 10.043 0.1681 1.3791 -0.6009 0.1023
H 16.092 -16.810 12.085 -1.0942 -0.4020 0.5112 0.0500
C 14.746 -21.038 1.837 1.7406 2.7219 -1.8043 -0.1662
O 14.003 -20.964 2.984 -2.1300 -0.1401 0.2312 -0.1144
H 15.491 -20.173 1.770 -1.0036 -0.6637 0.1126 0.0908
H 14.185 -20.982 0.888 -0.3193 -0.1702 0.7917 0.0944
H 15.371 -21.869 1.821 0.9088 -1.9592 -0.1733 0.0542
H 14.582 -21.008 3.728 0.8815 0.4512 1.1461 0.0454
```
Positions in Å, forces in eV/Å.

Output
Strongest force on any atom: 7.35 eV Å⁻¹
SMILES: NC(N)=O.CCO.CCO.CCO.CCO.CO.CO.CO.CO.CO
Multiplicity: 1
Net charge: 0
ΔE to the lowest compared entry with this formula, charge and spin: 15.9 kcal/mol
Molar mass: 404.54 u

No. 4
Below is the molecule C2H9NP4 at a distorted geometry, with properties calculated with ωB97M-V with the def2-TZVPD basis set.

Structure (XYZ):
```
16
Properties=species:S:1:pos:R:3:forces:R:3:lowdin_charge:R:1
C 3.980 0.711 0.144 -1.3584 0.6998 -1.5886 -0.4598
C -0.021 -1.127 0.025 -4.3792 0.4026 0.6044 -0.8701
N -3.812 -0.342 -0.899 0.4655 -0.3483 -0.6288 -0.3818
P 2.082 0.525 0.446 1.8889 -1.1712 -0.9851 0.5320
P 1.644 -1.234 -0.575 1.0651 2.0167 0.5708 0.5050
P -1.216 0.781 -0.096 2.1007 -1.3594 1.1133 0.4977
P -3.224 0.198 0.612 0.5737 -0.6287 0.1646 0.4478
H 4.576 -0.177 0.192 -0.0912 -0.9281 -0.6271 -0.0070
H 4.077 1.271 -0.853 0.1514 -0.9172 1.4157 0.0400
H 4.446 1.278 0.907 0.0405 1.2032 0.8306 -0.0232
H -0.781 -1.858 -0.441 1.3142 0.9336 0.8413 0.0090
H -0.007 -1.204 1.135 -0.3791 -0.3608 -0.9022 -0.0207
H -4.202 -1.270 -0.726 0.3165 0.2960 -0.8578 -0.0027
H -3.143 -0.265 -1.708 -1.2735 -0.4050 1.1135 0.0201
H -0.748 1.188 1.242 -0.4116 -0.1137 -1.0477 -0.1438
H -3.650 1.523 0.597 -0.0235 0.6806 -0.0168 -0.1426
```
Positions in Å, forces in eV/Å.

Output
Strongest force on any atom: 4.44 eV Å⁻¹
DFT total energy: -1501.66949 Ha
Multiplicity: 1
Net charge: 0
Molar mass: 171.00 u

Question: Which value of strongest force on any atom does entry 2 give?
Answer: 6.42 eV Å⁻¹